Run a
{"formula": "C4H6O2", "method": "wB97M-V/def2-TZVPD", "species": ["O", "O", "C", "C", "C", "C", "H", "H", "H", "H", "H", "H"], "coordinates": [[2.51482, -1.37208, 0.00392], [0.30269, -1.27876, -0.66733], [-0.32263, 0.08438, -0.51910], [0.99834, 0.62329, 0.01955], [1.48200, -0.80624, -0.18077], [-1.50524, 0.02754, 0.42073], [0.99654, 0.92519, 1.07046], [-2.07165, 0.96722, 0.43076], [-1.17652, -0.18720, 1.44361], [1.54413, 1.34267, -0.59499], [-2.17527, -0.76922, 0.09058], [-0.58721, 0.44321, -1.51741]], "gap_ev": 11.293, "mol_weight_g_mol": 86.1}

---

Run b
{"formula": "C4H6O2", "method": "wB97M-V/def2-TZVPD", "species": ["O", "O", "C", "C", "C", "C", "H", "H", "H", "H", "H", "H"], "coordinates": [[1.49083, -0.24883, -1.31041], [-1.56307, -1.33414, 0.75394], [-0.00224, 0.47994, 0.40735], [-0.55726, -1.15621, 1.42950], [1.13109, 0.65464, -0.35701], [-1.10919, 0.20715, -0.48350], [2.18565, 0.13291, -1.85846], [-0.91335, -0.37326, -1.37679], [-0.43650, -1.88817, 2.25730], [-1.97410, 0.86560, -0.50524], [-0.13530, 1.25492, 1.15943], [1.88345, 1.40546, -0.11611]], "gap_ev": [7.438, 7.437], "mol_weight_g_mol": 86.1}

---

It is run b that is the least stable of them.

---

Run a
{"formula": "C4H6O2", "method": "wB97M-V/def2-TZVPD", "species": ["O", "O", "C", "C", "C", "C", "H", "H", "H", "H", "H", "H"], "coordinates": [[0.13477, -1.27713, 1.78588], [1.68988, 1.80897, -0.50484], [0.67066, 1.32576, -0.08183], [0.80740, -0.91213, 0.85420], [0.25189, -0.12012, -0.32361], [-1.26043, -0.26289, -0.44013], [1.89699, -1.10898, 0.81752], [-1.74635, 0.00442, 0.50221], [0.77911, -0.44534, -1.22793], [-0.02947, 1.90966, 0.55438], [-1.65377, 0.37340, -1.23866], [-1.52748, -1.29923, -0.66447]], "gap_ev": 10.396, "smiles": "CC(C=O)C=O", "mol_weight_g_mol": 86.1}

---

Run b
{"formula": "C4H6O2", "method": "wB97M-V/def2-TZVPD", "species": ["O", "O", "C", "C", "C", "C", "H", "H", "H", "H", "H", "H"], "coordinates": [[0.14803, 1.59246, -0.94160], [1.58069, -0.75192, -0.93779], [-0.53545, 0.51998, -0.95372], [0.10252, -0.31746, 1.04021], [0.28184, -0.70745, -0.44305], [-1.09966, 0.49494, 0.79375], [1.81622, 0.17395, -1.11744], [-0.21119, -1.66132, -0.65144], [-0.11422, -1.12919, 1.74832], [-1.50969, 1.09873, 1.62928], [0.94077, 0.25520, 1.46123], [-1.39985, 0.43205, -1.62776]], "gap_ev": [7.863, 8.391], "mol_weight_g_mol": 86.1}

---

Run c
{"formula": "C4H6O2", "method": "wB97M-V/def2-TZVPD", "species": ["O", "O", "C", "C", "C", "C", "H", "H", "H", "H", "H", "H"], "coordinates": [[0.84068, -0.90777, -1.06319], [-1.25758, -0.63563, 1.62999], [-0.53177, -0.49969, -0.94484], [1.28853, 0.19658, -0.28022], [-0.63920, 0.42361, 1.44910], [-0.15707, 0.68167, -0.01124], [-0.95972, -0.22128, -1.91697], [-0.38229, 1.67957, -0.39808], [1.90737, 0.89293, -0.85998], [-0.79975, 0.46443, 2.55557], [-1.14860, -1.26819, -0.47098], [1.84071, -0.12233, 0.61150]], "gap_ev": 10.277, "smiles": "O=CC1COC1", "mol_weight_g_mol": 86.1}

---

Run d
{"formula": "C4H6O2", "method": "wB97M-V/def2-TZVPD", "species": ["O", "O", "C", "C", "C", "C", "H", "H", "H", "H", "H", "H"], "coordinates": [[2.60563, -1.27383, 0.09437], [0.39466, -1.27181, -0.55171], [1.55574, -0.72872, -0.07967], [-1.53198, -0.04574, 0.35181], [-0.29486, 0.02128, -0.51476], [0.97471, 0.67830, 0.05543], [-1.27968, -0.32786, 1.39048], [1.46056, 1.42084, -0.58450], [-0.52265, 0.32953, -1.54608], [0.91066, 1.05350, 1.08501], [-2.23597, -0.79015, -0.05373], [-2.03682, 0.93464, 0.35335]], "gap_ev": 11.388, "mol_weight_g_mol": 86.1}

---

It is run b that is the least stable of them.

---

Run a
{"formula": "C35H32P", "method": "wB97M-V/def2-TZVPD", "species": ["P", "C", "C", "C", "C", "C", "C", "C", "C", "C", "C", "C", "C", "C", "C", "C", "C", "C", "C", "C", "C", "C", "C", "C", "C", "C", "C", "C", "C", "C", "C", "C", "C", "C", "C", "C", "H", "H", "H", "H", "H", "H", "H", "H", "H", "H", "H", "H", "H", "H", "H", "H", "H", "H", "H", "H", "H", "H", "H", "H", "H", "H", "H", "H", "H", "H", "H", "H"], "coordinates": [[0.66335, 0.99872, 0.90292], [-2.09154, 4.00475, 1.15997], [2.93849, -2.86183, -2.45156], [1.68385, -0.80810, -2.01102], [3.36810, 1.62327, 0.84972], [2.10325, 2.07349, 1.28658], [-2.55875, 3.95023, 2.47997], [4.44773, 3.46335, 2.00371], [0.68172, -1.92450, 4.49689], [2.89646, -0.08376, -2.21861], [-2.03091, -0.08987, -2.19692], [-2.10466, 2.93917, 3.32738], [-3.25724, -0.79787, -2.39998], [2.03047, 3.24062, 2.06291], [1.71836, -0.05581, 3.34706], [0.43112, -0.16318, -1.66435], [4.14038, -2.14633, -2.51478], [5.45687, -2.85408, -2.63319], [-5.75673, -2.14848, -2.60692], [-1.17373, 1.99369, 2.86971], [-3.32999, -2.22387, -2.46590], [-0.21734, -2.07214, 3.43027], [-5.69867, -0.74719, -2.60005], [1.64825, -0.92229, 4.44854], [-4.55576, -2.87183, -2.55956], [-7.08893, -2.83237, -2.64941], [-4.48555, -0.08527, -2.51716], [3.20080, 3.92245, 2.42725], [0.80307, -0.18421, 2.28963], [4.09154, -0.74479, -2.46770], [4.52351, 2.31511, 1.20246], [-0.77689, -0.70872, -2.14113], [1.74017, -2.21621, -2.20242], [-0.68519, 2.06039, 1.55495], [-0.15530, -1.21975, 2.32954], [-1.17432, 3.06602, 0.69361], [-4.60397, -3.96294, -2.58641], [-2.43550, 4.79780, 0.49680], [-7.66651, -2.53933, -3.53778], [5.30298, -3.93802, -2.65918], [5.49422, 1.94775, 0.86595], [-2.41126, -2.81363, -2.43787], [-6.62942, -0.18048, -2.65376], [3.42961, 0.71267, 0.24710], [2.47169, 0.73189, 3.33147], [2.86928, 1.00976, -2.19074], [-2.09605, 0.99506, -2.08485], [2.35114, -0.78965, 5.27217], [3.12546, 4.80789, 3.05822], [-3.25967, 4.70109, 2.84790], [2.95946, -3.94277, -2.58651], [0.44372, 0.86313, -1.24989], [-6.96882, -3.92020, -2.65678], [-0.85814, -1.32017, 1.49761], [0.61374, -2.58047, 5.36617], [-2.45577, 2.88266, 4.35844], [6.00498, -2.56223, -3.53946], [-7.69510, -2.56220, -1.77285], [0.82764, -2.80614, -2.12428], [-0.81831, 1.22044, 3.55282], [6.09987, -2.61592, -1.77363], [-0.97922, -2.84896, 3.46830], [1.06517, 3.61000, 2.41128], [5.35805, 3.98154, 2.30636], [-0.73098, -1.70824, -2.59193], [-0.80260, 3.11429, -0.33244], [-4.44523, 1.00421, -2.54242], [5.01354, -0.17764, -2.62220]], "gap_ev": 5.469, "mol_weight_g_mol": 483.6, "total_charge": 1}

---

Run b
{"formula": "C35H32P", "method": "wB97M-V/def2-TZVPD", "species": ["P", "C", "C", "C", "C", "C", "C", "C", "C", "C", "C", "C", "C", "C", "C", "C", "C", "C", "C", "C", "C", "C", "C", "C", "C", "C", "C", "C", "C", "C", "C", "C", "C", "C", "C", "C", "H", "H", "H", "H", "H", "H", "H", "H", "H", "H", "H", "H", "H", "H", "H", "H", "H", "H", "H", "H", "H", "H", "H", "H", "H", "H", "H", "H", "H", "H", "H", "H"], "coordinates": [[-1.10398, -1.10598, 0.85694], [-0.49059, 2.12249, -1.38995], [-1.69668, -2.78036, -1.19061], [-1.73942, -3.98352, -1.87405], [0.12777, 4.73966, 1.19955], [1.33305, -1.38821, 2.01465], [-3.14657, -0.05517, 2.30013], [-1.16652, -5.11124, -1.32168], [4.79454, 0.24793, -4.69571], [-2.00095, 3.31603, 0.15398], [4.64837, 1.15750, -3.65507], [-4.35808, -0.05831, 2.97002], [3.41809, 1.39658, -3.09220], [2.42572, -0.19285, -4.59137], [-0.54302, -5.03759, -0.09285], [-1.15188, 4.96532, 1.69370], [3.66231, -0.41771, -5.15473], [0.40623, -2.07459, 4.52489], [-2.20849, 4.23784, 1.15401], [1.76370, -2.01405, 4.28502], [-5.12205, -1.20740, 3.00902], [-0.50285, -3.83646, 0.58904], [-0.02091, -1.46219, 2.25466], [6.13105, -0.01541, -5.29908], [0.34455, 3.82770, 0.19747], [-2.70565, -1.20247, 1.67892], [2.22888, -1.66663, 3.03278], [-1.38208, 5.96091, 2.77741], [-4.68280, -2.35070, 2.37347], [-0.48661, -1.79884, 3.50705], [0.72516, 1.93536, -2.01489], [-0.71293, 3.08793, -0.35919], [0.98303, 0.95552, -2.95105], [-3.47132, -2.34754, 1.70915], [-1.08327, -2.71370, 0.04060], [2.26634, 0.72914, -3.54281], [6.12571, 0.21119, -6.36629], [-0.44954, 6.44635, 3.07321], [0.17228, 0.30960, -3.23987], [-1.54630, -1.83425, 3.69455], [0.03863, -2.31800, 5.50788], [1.68404, -1.10805, 1.03248], [1.34968, 3.66711, -0.14664], [-6.06757, -1.21058, 3.52469], [3.28814, -1.59642, 2.85130], [-0.00732, -3.77330, 1.54293], [-1.80354, 5.47966, 3.66191], [1.51657, 2.62237, -1.77822], [-3.20194, 4.40625, 1.53433], [6.90507, 0.59661, -4.83193], [-0.07101, -5.90892, 0.32967], [-2.20627, -4.03545, -2.84327], [-1.31477, 1.49281, -1.67737], [3.34341, 2.09184, -2.27635], [5.51308, 1.67869, -3.28002], [-2.83173, 2.76631, -0.25514], [-1.19592, -6.04762, -1.85304], [2.45881, -2.22915, 5.07906], [3.76813, -1.12105, -5.96298], [6.41244, -1.06213, -5.17324], [-3.13128, -3.23452, 1.20204], [-2.07280, 6.73834, 2.44574], [-2.54682, 0.84153, 2.24923], [-5.28942, -3.24103, 2.37552], [-4.71169, 0.84058, 3.44630], [0.96028, 5.28276, 1.61407], [1.56420, -0.72123, -4.96237], [-2.13470, -1.88926, -1.61537]], "gap_ev": 5.051, "mol_weight_g_mol": 483.6, "total_charge": 1}

---

It is run a that is the least stable of them.